11 unconnected molecules or ions with the total composition C62H144Cl2O30 at a distorted geometry. Source: the Open Molecules 2025 dataset; level of theory: wB97M-V/def2-TZVPD.

Each line ends with the Löwdin charge.
Atoms and positions in Å:
C 20.7970 11.7283 22.5770  -0.09
O 19.9229 12.6183 23.2938  -0.22
C 18.9367 13.2548 22.5516  -0.23
C 18.1343 14.0436 23.5828  -0.22
O 17.1544 14.7973 22.9366  -0.11
C 16.4932 15.5813 23.8515  -0.24
C 15.3410 16.3069 23.2218  -0.25
O 15.8149 17.2007 22.3080  -0.19
C 14.9201 17.7312 21.2929  -0.06
H 21.4740 12.3848 21.9157  0.10
H 20.3088 11.1680 21.7808  0.07
H 21.3655 11.0936 23.2743  0.09
H 18.2295 12.4789 22.0809  0.15
H 19.4936 13.8803 21.7728  0.13
H 18.7568 14.7426 24.1794  0.11
H 17.7606 13.2691 24.3044  0.15
H 17.1340 16.2834 24.4044  0.12
H 15.9814 14.9244 24.5564  0.13
H 14.8500 16.9517 24.0119  0.15
H 14.6273 15.6121 22.7661  0.13
H 14.2836 17.0012 20.7648  0.10
H 15.6504 18.0153 20.5248  0.06
H 14.3093 18.5238 21.6670  0.08
C 28.8159 19.0903 32.1845  -0.08
O 27.5488 18.9461 31.4893  -0.22
C 27.7442 18.9627 30.0861  -0.22
C 27.9772 20.3989 29.5533  -0.17
O 27.8544 20.4253 28.1171  -0.13
C 27.5665 21.6596 27.4938  -0.18
C 26.8837 21.4582 26.1663  -0.17
O 27.9500 21.2378 25.2572  -0.18
C 27.5358 21.3172 23.9534  -0.15
H 29.3790 18.1683 31.9204  0.10
H 28.4422 19.2278 33.2205  0.09
H 29.2808 20.0790 31.9616  0.08
H 26.8627 18.6113 29.6044  0.11
H 28.5472 18.2571 29.8795  0.12
H 28.9085 20.7446 29.9321  0.10
H 27.1024 20.8670 30.1189  0.15
H 28.5067 22.2193 27.3943  0.11
H 26.8864 22.1779 28.1567  0.12
H 26.4231 22.3873 25.8485  0.09
H 26.1602 20.6232 26.1510  0.13
H 26.8677 22.2397 23.8130  0.09
H 26.9197 20.4380 23.6020  0.09
H 28.4100 21.5189 23.3293  0.09
C 28.1636 19.9328 18.0480  -0.13
O 28.9568 19.3254 17.0951  -0.17
C 28.2910 18.2520 16.4278  -0.19
C 27.6456 17.1692 17.2468  -0.19
O 28.4502 16.7593 18.3320  -0.11
C 29.7449 16.4602 17.9126  -0.21
C 29.8173 15.1979 17.0695  -0.21
O 29.2385 14.1348 17.7521  -0.17
C 29.8274 13.6705 18.9415  -0.11
H 28.7687 20.3696 18.8364  0.09
H 27.5251 19.1942 18.6013  0.08
H 27.4679 20.6896 17.5647  0.11
H 29.0644 17.8332 15.7340  0.14
H 27.5348 18.6752 15.7780  0.11
H 27.4998 16.3103 16.5386  0.14
H 26.7108 17.3423 17.6834  0.07
H 30.2785 16.2556 18.8135  0.12
H 30.2341 17.3000 17.4962  0.11
H 30.8907 14.9904 16.8339  0.14
H 29.3726 15.2650 16.0654  0.12
H 30.9186 13.6329 18.8875  0.09
H 29.4349 12.6550 19.0778  0.09
H 29.6264 14.3258 19.7514  0.07
C 20.6652 17.8488 19.3657  -0.11
O 20.9121 17.8344 20.7522  -0.18
C 19.8009 17.4960 21.5486  -0.20
C 20.1768 16.6702 22.7587  -0.17
O 21.1391 17.4763 23.4487  -0.16
C 21.5644 16.7436 24.6142  -0.18
C 20.9618 17.2152 25.8985  -0.16
O 19.5005 17.0556 25.8058  -0.22
C 18.8844 17.5207 27.0097  -0.11
H 21.5480 18.2435 18.8508  0.07
H 19.9366 18.6747 19.0778  0.09
H 20.2411 16.9267 18.9166  0.09
H 19.0005 16.9218 20.8958  0.15
H 19.2704 18.4565 21.8287  0.13
H 20.7199 15.7537 22.4017  0.14
H 19.2376 16.4783 23.2954  0.10
H 22.6630 16.8099 24.6431  0.13
H 21.4648 15.6735 24.4946  0.12
H 21.1555 18.3324 26.0072  0.14
H 21.3303 16.6335 26.7246  0.12
H 19.2641 17.0638 27.9173  0.07
H 17.8154 17.2472 26.8005  0.10
H 19.1335 18.5859 27.1757  0.09
C 17.1726 20.9880 21.2886  -0.05
O 18.5330 21.1479 20.6523  -0.20
C 18.6502 22.5100 20.4073  -0.26
C 19.7091 22.7960 19.3351  -0.17
O 21.0255 22.7116 19.8580  -0.14
C 22.0107 22.6039 18.9093  -0.22
C 23.3411 22.5448 19.6643  -0.18
O 23.6230 21.2977 20.2983  -0.22
C 24.9496 21.2758 20.9920  -0.05
H 17.0398 21.6316 22.2242  0.12
H 16.9961 19.8929 21.4797  0.08
H 16.4132 21.2624 20.6170  0.05
H 18.9836 23.0670 21.3302  0.11
H 17.7002 22.8083 19.9999  0.11
H 19.4450 23.8458 18.9255  0.14
H 19.5409 22.1256 18.4268  0.15
H 22.0853 23.4141 18.2157  0.09
H 21.8058 21.7306 18.2701  0.13
H 23.3023 23.3583 20.3916  0.11
H 24.1375 22.8196 18.9600  0.13
H 24.9501 20.3641 21.6078  0.08
H 25.0428 22.1563 21.6458  0.09
H 25.7528 21.3308 20.2921  0.07
C 20.9749 25.4177 15.8731  -0.09
O 21.1652 24.0322 15.4952  -0.21
C 22.5529 23.6951 15.3329  -0.21
C 22.6307 22.2908 14.8525  -0.21
O 23.9263 21.9849 14.3691  -0.12
C 23.9946 20.6325 14.1792  -0.24
C 25.2530 20.2588 13.3649  -0.20
O 26.5093 20.4398 13.9843  -0.21
C 27.1201 21.7278 13.7647  -0.08
H 21.4477 26.1205 15.1884  0.08
H 21.3729 25.6195 16.8652  0.07
H 19.8960 25.6235 15.8227  0.09
H 22.9988 23.8566 16.3383  0.12
H 23.0295 24.3531 14.5332  0.15
H 21.8228 22.1621 14.0734  0.15
H 22.3937 21.6119 15.7082  0.13
H 23.2629 20.3385 13.4560  0.11
H 23.8554 20.0099 15.1072  0.14
H 25.2666 20.7846 12.3721  0.13
H 25.2102 19.1555 13.1294  0.14
H 27.3148 21.8325 12.6992  0.08
H 28.0348 21.7667 14.3687  0.09
H 26.5212 22.5726 14.1073  0.08
C 23.3078 27.9504 20.1329  -0.10
O 23.1921 26.5273 20.0696  -0.21
C 21.9018 25.9555 20.4721  -0.16
C 21.2194 26.7326 21.5846  -0.19
O 20.5778 27.8802 21.0074  -0.20
C 19.8099 28.6705 21.9063  -0.19
C 19.1134 29.7586 21.1404  -0.20
O 19.9060 30.9456 20.9360  -0.17
C 19.2004 31.7923 20.0893  -0.14
H 23.7055 28.2485 21.1183  0.09
H 22.3001 28.3986 19.8644  0.11
H 24.0612 28.2225 19.4116  0.07
H 22.0831 24.9120 20.7984  0.11
H 21.2209 26.0570 19.6710  0.10
H 21.9867 27.0266 22.4073  0.15
H 20.4105 26.0700 22.0304  0.14
H 20.4829 29.0410 22.7671  0.16
H 19.0599 28.0457 22.2925  0.10
H 18.2122 30.0732 21.6943  0.12
H 18.7362 29.3650 20.1287  0.15
H 18.2467 32.0032 20.5210  0.08
H 19.0420 31.2897 19.0967  0.10
H 19.7521 32.6565 19.8184  0.08
C 17.5815 16.1540 16.0050  -0.12
O 16.8616 17.2373 16.5023  -0.19
C 17.4435 18.0209 17.5692  -0.16
C 16.4427 19.0669 17.9562  -0.20
O 16.2190 20.0114 16.9304  -0.16
C 14.9744 20.0282 16.2370  -0.16
C 15.1011 20.7829 14.8754  -0.16
O 14.6559 22.1389 14.9721  -0.19
C 15.5607 22.9481 15.6543  -0.12
H 18.5401 16.4101 15.5810  0.08
H 16.9798 15.7091 15.2829  0.07
H 17.8201 15.3765 16.7547  0.09
H 18.4397 18.3345 17.1786  0.13
H 17.5947 17.2979 18.4377  0.13
H 16.6401 19.6331 18.8658  0.11
H 15.4920 18.6462 18.2207  0.11
H 14.1596 20.6035 16.8362  0.16
H 14.7542 19.0392 16.0299  0.09
H 14.4250 20.3610 14.1410  0.12
H 16.1294 20.7144 14.5602  0.12
H 16.3211 23.2365 14.9388  0.09
H 16.0814 22.4568 16.4361  0.06
H 15.0186 23.7873 16.0748  0.09
C 23.9410 24.0345 24.9257  -0.11
O 25.3269 24.0483 25.1548  -0.21
C 25.9308 25.3185 25.2557  -0.18
C 27.4328 25.2444 25.2762  -0.20
O 27.8760 24.6966 26.4895  -0.12
C 29.2526 24.4013 26.5542  -0.21
C 30.1760 25.5546 26.4074  -0.19
O 30.5250 25.7988 25.0205  -0.20
C 31.0336 27.1492 24.8003  -0.08
H 23.6867 24.0826 23.9085  0.05
H 23.5320 25.0047 25.2288  0.09
H 23.5608 23.1663 25.4751  0.07
H 25.7117 25.7340 26.2194  0.13
H 25.7142 25.9945 24.4179  0.14
H 27.8448 26.2162 25.1320  0.11
H 27.8890 24.7306 24.4570  0.13
H 29.4458 23.6314 25.8464  0.12
H 29.3986 24.0949 27.5789  0.12
H 31.0992 25.3717 26.8981  0.11
H 29.6893 26.4874 26.8002  0.14
H 32.1364 27.1968 24.9802  0.09
H 30.6373 27.8509 25.5411  0.08
H 30.7852 27.3860 23.7971  0.07
C 25.3109 11.0693 21.0005  -0.11
O 26.5046 11.7695 21.3683  -0.17
C 26.8417 12.7742 20.4351  -0.22
C 26.1521 14.1114 20.6318  -0.15
O 24.7582 14.1318 20.2595  -0.11
C 24.1512 15.3053 20.7016  -0.23
C 24.7314 16.6275 20.3246  -0.20
O 24.5460 16.8683 18.9384  -0.19
C 24.4912 18.2538 18.5968  -0.10
H 24.4555 11.4607 21.5036  0.06
H 25.3260 9.9836 21.3123  0.09
H 25.0779 11.0351 19.8987  0.10
H 26.6412 12.3303 19.4292  0.14
H 27.8898 12.9040 20.4457  0.08
H 26.7469 14.8257 20.0855  0.11
H 26.1160 14.2462 21.7682  0.16
H 24.0678 15.3777 21.7870  0.12
H 23.1182 15.2516 20.3568  0.13
H 25.8170 16.7239 20.4736  0.13
H 24.1547 17.4314 20.8211  0.13
H 24.4748 18.3987 17.5302  0.08
H 25.3589 18.7369 19.0550  0.07
H 23.6285 18.7907 19.0688  0.08
Cl 20.7356 22.4684 23.5079  0.52
C 20.7903 20.6303 23.3022  -0.53
C 22.2099 20.2389 22.9666  -0.56
Cl 23.3838 20.5280 24.3591  0.54
H 20.0725 20.4329 22.5277  0.04
H 20.4512 20.2206 24.2275  0.05
H 22.6315 20.7646 22.1391  0.03
H 22.1447 19.1744 22.8574  0.04

Force components x, y, z for each atom (eV/Å):
C 0.57 2.15 -1.29
O 0.97 -1.67 0.68
C 0.05 -0.16 -1.05
C 0.89 -0.39 0.30
O 0.32 -0.40 -0.73
C -1.58 0.22 0.81
C -0.98 0.89 1.16
O 0.18 1.26 -2.57
C 1.76 -1.41 -0.18
H -0.27 -0.81 1.22
H -0.62 -0.54 0.45
H -0.37 0.44 -0.31
H 0.96 1.16 0.19
H -1.29 -0.46 0.58
H 0.10 -0.58 -0.26
H -0.25 0.68 -0.46
H 0.19 -0.13 -0.19
H 0.20 -0.14 0.69
H -0.04 -1.18 -0.20
H -0.04 -0.10 0.15
H 0.11 -0.27 0.70
H -0.49 0.64 0.15
H -0.30 0.73 0.25
C -1.97 0.52 0.07
O 0.54 0.64 -0.23
C 0.80 0.20 -0.13
C -2.34 -0.90 0.07
O 0.22 -1.20 1.34
C -0.29 -0.15 1.06
C 1.11 0.09 -0.03
O 0.34 -0.59 0.39
C -1.52 1.20 -1.51
H 0.28 0.89 0.73
H 0.89 -0.80 -0.28
H 0.18 -0.97 -0.26
H -0.84 -0.43 -0.22
H 0.31 0.02 -0.46
H 0.89 0.81 -0.05
H 1.06 0.43 -1.08
H -0.51 -0.03 -0.22
H -0.23 0.62 0.18
H -0.46 0.05 0.29
H 0.22 0.21 0.19
H 0.59 -1.04 0.11
H 0.74 0.56 0.27
H -0.06 -0.52 -0.10
C -2.01 0.26 0.67
O 0.37 -1.10 -0.13
C 0.70 0.74 -1.35
C 1.30 -1.53 -0.52
O -0.35 0.19 0.04
C 0.02 -1.12 0.33
C 1.36 0.28 -0.30
O -0.77 -0.88 -0.56
C 0.54 -0.41 -1.04
H 0.27 0.41 -0.25
H 0.39 0.51 -0.52
H 0.69 -0.56 0.63
H -0.60 0.24 0.68
H -0.44 0.15 -0.34
H -0.06 0.56 0.39
H -1.41 0.74 0.35
H 0.52 -0.21 0.80
H 0.51 0.91 -0.83
H -0.33 0.11 0.36
H -0.34 0.03 0.49
H 0.19 -0.18 -0.32
H 0.19 0.40 0.24
H -0.59 0.47 1.07
C -1.10 1.99 -0.80
O 0.40 -0.69 -0.28
C -2.48 0.04 -1.62
C 0.73 0.87 -1.71
O -0.72 -1.59 1.46
C 1.47 0.32 -0.52
C -1.80 1.66 -1.01
O 1.69 0.04 0.87
C -0.49 -0.05 -1.20
H 0.21 -0.85 0.23
H 0.22 -0.80 0.66
H 0.60 0.11 0.50
H 1.43 0.75 1.27
H 0.47 -0.93 0.06
H -0.78 0.42 0.45
H 0.58 -0.08 0.24
H -0.14 0.56 0.32
H -0.76 -0.42 -0.23
H 0.02 -1.27 0.19
H 0.31 -0.11 0.54
H 0.01 -0.77 0.08
H 0.81 0.84 0.87
H -0.74 -0.08 -0.39
C 2.13 -1.17 1.25
O -2.54 -1.07 1.64
C 1.98 0.80 -0.31
C -1.01 0.69 -1.23
O -1.98 0.32 0.54
C 1.30 -1.59 0.16
C 0.39 -0.05 -0.41
O 1.22 0.27 0.34
C -2.38 0.48 0.13
H 0.55 -1.00 -1.09
H 0.56 1.10 0.21
H -0.89 0.70 -1.26
H -0.73 -0.34 -0.68
H -0.42 0.95 -0.06
H 0.77 -1.15 0.63
H 0.42 0.41 1.14
H -0.23 1.16 -0.32
H 0.35 -0.22 0.15
H 0.09 -0.05 0.26
H 0.12 -0.22 -0.03
H 0.13 0.33 -0.40
H -0.20 -0.23 0.01
H 0.57 -0.29 -0.73
C -0.33 -0.83 -0.43
O 0.28 0.86 -0.20
C -0.21 1.91 -0.05
C -0.94 -0.78 0.37
O -0.69 1.30 0.76
C 1.72 -1.80 -0.99
C 0.46 -0.73 -0.36
O 0.17 0.76 0.44
C -0.23 -0.53 0.46
H 0.27 -0.15 -0.30
H -0.03 -0.08 0.28
H 0.35 -0.25 0.25
H 0.45 -0.12 -0.77
H -0.39 -0.48 1.11
H 0.87 -0.08 0.50
H 0.01 0.23 -0.57
H -1.28 -0.43 -0.29
H 0.33 0.66 -0.59
H -0.33 -0.20 0.77
H -0.19 1.00 0.29
H 0.26 0.16 -0.10
H -0.07 -0.30 -0.41
H -0.40 -0.16 -0.06
C -1.19 -0.28 -0.18
O -0.74 -0.90 0.38
C 1.70 1.15 1.22
C -0.15 0.08 1.42
O 0.38 -0.24 0.18
C 2.21 0.57 0.09
C -0.38 0.79 -0.88
O 0.22 -1.34 0.33
C -0.11 -1.31 -1.65
H -0.57 0.17 -0.18
H 1.56 -0.05 0.53
H 0.19 0.12 -0.38
H -0.18 0.69 -0.42
H -0.73 -0.47 -1.33
H -1.31 -0.36 -1.15
H 0.93 0.61 -0.20
H -1.08 -0.23 -1.21
H -1.21 -0.91 0.97
H 0.11 -0.18 -0.01
H 0.68 0.33 1.27
H -0.86 0.59 0.18
H -0.19 0.17 0.63
H 0.62 0.96 0.43
C 1.10 -0.03 1.73
O -0.67 0.92 0.50
C 0.55 -2.42 -0.25
C -0.73 1.04 -0.24
O 0.60 1.00 -0.52
C -0.07 2.66 0.51
C -0.84 0.44 1.34
O -0.37 -1.10 -0.06
C 0.09 0.57 -0.62
H 0.45 0.50 -0.38
H -0.99 -0.75 -1.40
H -0.29 0.27 0.17
H -0.63 0.46 0.67
H 0.07 0.98 -0.65
H 1.00 -0.07 0.06
H -0.60 -1.03 -0.13
H 1.14 -1.22 -0.78
H -1.09 -2.09 -0.27
H 0.07 -0.39 -0.07
H 0.51 0.02 -0.37
H 0.36 0.68 -0.10
H 0.31 -0.75 1.02
H 0.05 0.31 -0.15
C 0.24 1.02 1.55
O 0.93 0.03 -0.46
C 0.84 -0.35 -0.43
C 0.26 -0.62 0.09
O -0.41 0.18 0.53
C -0.67 0.63 0.60
C -0.27 1.88 -1.78
O -0.23 1.14 0.35
C 0.80 -1.57 1.63
H -0.14 -0.88 -1.81
H -0.36 -0.22 0.91
H -0.39 0.43 -0.44
H -0.77 0.71 0.51
H -0.59 -0.09 0.13
H 0.08 1.35 0.19
H -0.06 -1.01 -0.86
H 0.63 -0.91 -0.54
H 0.06 -0.63 0.23
H 0.82 -0.19 0.95
H 0.38 -0.76 0.03
H -0.61 -0.25 -0.42
H -0.47 0.02 -0.32
H -0.12 0.49 -0.81
C 0.09 -1.57 -0.42
O -0.74 -0.64 -0.30
C -1.68 -0.93 -1.34
C -0.85 -1.12 1.90
O 1.43 -0.25 -0.40
C -1.05 0.24 0.46
C 0.04 1.28 -1.35
O -0.60 0.22 -1.35
C -0.17 -0.05 1.89
H -0.68 0.70 0.29
H 0.63 1.07 -0.12
H 0.56 0.41 0.90
H -0.02 0.70 0.29
H 1.07 0.34 0.53
H 0.03 0.69 -0.02
H 0.68 0.41 -1.29
H 0.25 -0.53 0.55
H -0.02 0.15 -0.21
H -0.26 0.02 0.70
H 0.39 -0.44 0.51
H 0.06 -0.22 -0.37
H 0.25 0.27 -0.35
H 0.31 -0.58 -0.38
Cl -0.21 -0.50 0.06
C 0.94 1.82 0.11
C -0.49 -0.16 1.16
Cl -0.61 -0.20 -0.46
H 0.02 -0.22 -0.57
H -0.12 -0.29 0.60
H -0.02 0.16 -0.58
H 0.52 -0.47 -0.42

## Properties
Energy, Ha: -5625.46862
HOMO-LUMO gap, eV: 9.49
SMILES: COCCOCCOC.COCCOCCOC.COCCOCCOC.COCCOCCOC.COCCOCCOC.COCCOCCOC.COCCOCCOC.COCCOCCOC.COCCOCCOC.COCCOCCOC.ClCCCl
Highest occupied orbital energy, eV: -9.0